[1]
A cluster of 2 separate species, C3H7I in total. Source: the Open Molecules 2025 dataset; level of theory: ωB97M-V/def2-TZVPD.

- Largest force on an atom: 0.32 eV/A
- Lowest unoccupied orbital energy: 0.4153 eV
- Relative energy (zero: lowest compared OMol25 entry of this formula, charge and spin): 12.1 kcal per mole
- Highest occupied orbital energy: -0.3504 hartree
- Charge: 0

Each line ends with the natural charge from an NBO analysis.
CARTESIAN COORDINATES (ANGSTROEM)
C: -1.4361 1.7380 0.2196  -0.380
C: -0.6839 0.9231 -0.4894  -0.383
H: -1.7938 1.4698 1.2009  0.190
H: -1.7231 2.7118 -0.1414  0.192
H: -0.4111 -0.0501 -0.1207  0.180
H: -0.3263 1.1786 -1.4716  0.198
C: 1.7222 -1.7719 -0.0787  -0.733
I: 2.4447 -1.4088 -2.0630  0.065
H: 2.2850 -2.5970 0.3542  0.226
H: 1.8689 -0.8688 0.4981  0.225
H: 0.6748 -2.0321 -0.1430  0.219

Force components x, y, z for each atom (eV/Å):
-0.1143 0.1712 0.1831
0.0211 -0.1346 -0.1273
-0.0544 -0.0737 0.1506
-0.0303 0.1677 -0.1073
0.0395 -0.1685 0.0989
0.0926 0.0940 -0.2101
0.2455 -0.1956 -0.0651
-0.1087 -0.0632 0.2842
-0.0051 0.1180 -0.1500
-0.0063 0.0847 0.0047
-0.0795 0.0000 -0.0617

***

[2]
The molecule C3H7O3P in a non-equilibrium geometry. Source: the Open Molecules 2025 dataset; level of theory: ωB97M-V/def2-TZVPD.

- Largest force on an atom: 6.35 eV/A
- Lowest unoccupied orbital energy: 0.8782 eV
- Relative energy (zero: lowest compared OMol25 entry of this formula, charge and spin): 32.0 kcal per mole
- Highest occupied orbital energy: -0.3309 hartree
- Charge: 0

Each line ends with the natural charge from an NBO analysis.
CARTESIAN COORDINATES (ANGSTROEM)
O: 3.4393 -0.8177 0.3023  -1.001
P: 2.0649 -0.0307 -0.3438  1.561
O: 2.3160 1.4789 0.1209  -1.026
O: 0.9069 -0.6736 0.6186  -0.815
C: -0.4373 -0.0903 0.4167  0.071
C: -0.6955 1.1920 -0.2043  -0.456
C: -1.1419 -0.0884 -0.8722  -0.458
H: 3.3666 -1.6501 0.5987  0.486
H: 2.6663 1.6768 1.0636  0.508
H: -1.1124 -0.4862 1.1877  0.207
H: 0.1134 1.7466 -0.6506  0.248
H: -1.4597 1.9448 0.2355  0.225
H: -2.1982 -0.2588 -0.6424  0.208
H: -0.8642 -0.6162 -1.7730  0.242

Force components x, y, z for each atom (eV/Å):
-0.8996 5.9885 -1.8958
1.2806 -1.6173 -0.8056
1.1929 0.8173 2.6938
-0.9188 1.1606 0.1233
0.8905 -2.5370 1.6554
-1.2122 2.6850 -0.2534
-1.8695 -0.2622 0.0900
-0.7868 -4.7886 1.6463
-0.8193 -0.6816 -2.0629
0.8895 0.5500 0.1610
0.1988 -0.1862 -0.0002
1.1665 -1.6365 -0.7489
0.1923 -0.1706 -0.4672
0.6949 0.6787 -0.1359

***

[3]
A cluster of 3 separate species, C29H52BBrClN4O9P in total in a non-equilibrium geometry. Source: the Open Molecules 2025 dataset; level of theory: ωB97M-V/def2-TZVPD.

- Largest force on an atom: 4.39 eV/A
- Lowest unoccupied orbital energy: -1.2264 eV
- Highest occupied orbital energy: -0.3166 hartree
- Charge: 0

Each line ends with the Mulliken charge.
CARTESIAN COORDINATES (ANGSTROEM)
C: -0.1001 1.9464 4.4252  -0.999
C: -1.0212 1.6933 3.1283  -0.089
C: -2.5605 1.3738 3.4665  -0.557
N: -2.8522 -0.0563 3.7668  0.274
C: -3.7868 -0.7681 2.8709  -0.237
O: -5.0196 -0.6927 3.0192  -0.565
C: -2.8665 -1.5777 1.8617  0.235
C: -3.1209 -2.1869 0.4690  0.490
B: -4.5948 -2.0865 -0.1982  0.547
O: -5.7184 -2.7750 0.4285  -0.581
C: -4.9514 -1.2888 -1.5835  -0.544
C: -4.1473 0.1105 -1.7052  -0.826
C: -1.8852 -2.8922 -0.2019  0.031
C: -2.0009 -3.5685 -1.6577  -0.491
C: -2.1208 -5.1620 -1.3830  -0.027
O: -3.2476 -5.5640 -0.9846  -0.617
N: -0.9387 -6.0053 -1.5807  0.482
C: -0.8266 -6.5305 -2.9736  -0.913
C: -0.8150 -7.0717 -0.5460  -0.925
C: -0.4813 -2.9660 0.5072  0.337
Br: 1.1194 -3.7910 -0.3156  -0.102
C: -0.2675 -2.3703 1.9480  0.538
P: 1.3537 -2.4294 2.9164  0.367
O: 2.4821 -1.6278 1.8604  -0.478
Cl: 1.9455 -4.4390 3.2372  -0.256
C: -1.4910 -1.6808 2.5772  -0.203
C: -1.7289 -0.9684 3.9820  -0.400
O: -1.0612 -1.2573 4.9917  -0.476
H: 0.9066 2.3589 4.0389  0.323
H: 0.1534 1.0001 5.0090  0.240
H: -0.5730 2.6729 5.1811  0.293
H: -0.5582 0.9381 2.3919  0.159
H: -1.0265 2.6975 2.5542  0.212
H: -2.8482 2.0889 4.3284  0.236
H: -3.1692 1.7577 2.5616  0.257
H: -6.4075 -2.0806 0.5610  0.306
H: -6.0953 -1.1324 -1.6185  0.340
H: -4.7127 -1.9226 -2.5213  0.249
H: -4.0015 0.4039 -2.7996  0.355
H: -3.1281 0.0645 -1.1759  0.194
H: -4.7664 0.8872 -1.1274  0.234
H: -2.9028 -3.2049 -2.2472  0.104
H: -1.0033 -3.4003 -2.1968  0.380
H: -1.0137 -7.6517 -3.0758  0.321
H: 0.2662 -6.3531 -3.3089  0.267
H: -1.4931 -5.9928 -3.7253  0.307
H: -0.5691 -6.5467 0.4550  0.224
H: -1.7628 -7.6830 -0.3782  0.301
H: 0.1109 -7.7104 -0.7793  0.369
H: 2.4240 -0.6719 2.1004  0.316
C: -1.0196 7.9383 2.1499  -0.717
O: -2.1997 8.2404 1.4216  -0.341
C: -1.9414 8.5949 0.0625  -0.798
C: -2.5115 7.5343 -0.8796  -0.193
N: -1.7493 6.2888 -0.7918  -0.302
C: -2.3802 5.1662 -1.4890  -0.772
C: -3.7198 4.6590 -0.9346  -0.482
O: -3.6180 4.0586 0.3537  -0.241
C: -3.7204 4.9684 1.4388  -0.662
H: -1.2968 7.7864 3.1947  0.240
H: -0.5584 7.0181 1.7794  0.297
H: -0.3043 8.7638 2.0961  0.344
H: -0.8753 8.7641 -0.1260  0.400
H: -2.4615 9.5400 -0.1221  0.394
H: -2.4744 7.9086 -1.9079  0.383
H: -3.5604 7.3752 -0.6065  0.190
H: -1.6392 6.0377 0.1847  0.034
H: -1.6671 4.3361 -1.4509  0.363
H: -2.5033 5.4253 -2.5458  0.435
H: -4.0645 3.8633 -1.6039  0.285
H: -4.5027 5.4245 -0.9514  0.367
H: -4.3705 5.8180 1.2139  0.342
H: -2.7273 5.3149 1.7344  0.173
H: -4.1427 4.4268 2.2902  0.280
C: 7.9926 0.0412 -2.6357  -0.714
O: 8.2371 -1.0053 -1.7089  -0.346
C: 7.5907 -0.7998 -0.4519  -0.781
C: 6.5047 -1.8537 -0.2351  -0.231
N: 5.3756 -1.6393 -1.1399  -0.239
C: 4.4132 -2.7431 -1.1456  -0.463
C: 4.8980 -4.0938 -1.6934  -0.475
O: 5.1876 -4.0784 -3.0885  -0.419
C: 6.5102 -3.6780 -3.4116  -0.545
H: 8.6057 -0.1409 -3.5204  0.240
H: 6.9425 0.0527 -2.9417  0.304
H: 8.2705 1.0111 -2.2133  0.342
H: 7.1872 0.2144 -0.3547  0.407
H: 8.3557 -0.9242 0.3209  0.388
H: 6.1527 -1.8005 0.8004  0.358
H: 6.9584 -2.8378 -0.3965  0.193
H: 5.7274 -1.5165 -2.0833  0.105
H: 3.5689 -2.4161 -1.7614  0.344
H: 4.0252 -2.8843 -0.1315  0.140
H: 4.0732 -4.8050 -1.5720  0.266
H: 5.7359 -4.5067 -1.1219  0.364
H: 7.2330 -3.9633 -2.6425  0.281
H: 6.5468 -2.6007 -3.5888  0.178
H: 6.7892 -4.1710 -4.3470  0.285

Force components x, y, z for each atom (eV/Å):
0.5345 -0.3370 -0.3160
0.0109 0.8639 0.1504
0.5142 2.0011 -0.3601
0.1774 -1.2270 0.3666
-1.4583 0.2650 -0.0772
4.1567 -0.2236 -1.1759
2.5569 -1.6118 -0.9819
3.7161 -0.5525 2.2347
-1.9371 -1.1603 -0.3141
2.0207 2.3706 -0.2375
0.3630 0.4705 -0.2125
-0.4802 -0.1306 0.4694
0.8466 1.0406 1.7180
1.1576 -0.6989 1.0127
-3.2240 -0.3391 0.4616
4.1072 0.9944 -1.0106
-1.7867 -0.1461 0.1965
1.2995 0.2143 -1.1548
0.5642 0.2666 1.2429
-2.9770 1.7429 1.9995
-1.7903 0.9311 0.7156
-3.4458 -0.6349 -2.5234
0.2165 1.9236 0.5499
-1.4019 -0.9164 0.7200
-0.2903 0.9633 -1.1194
-1.1720 -1.0882 -2.6556
2.3731 -1.4221 0.0683
-2.6529 1.7444 -3.0262
-1.5739 -0.4203 0.7818
-0.5119 1.1275 -0.8869
0.6471 -0.9382 -1.3869
-0.7291 0.9547 1.2626
-0.1227 -1.5717 0.8331
0.3231 -1.4248 -1.1202
0.7205 -1.0963 1.3507
0.3500 -1.0086 -0.3746
1.7766 -0.1045 -0.0322
-0.3186 0.7166 1.5878
-0.2498 -0.1911 1.6378
-1.4237 -0.0519 -0.9359
1.0337 -0.8570 -1.0919
1.2556 -0.5069 0.9281
-1.5695 0.0081 0.6046
-0.0529 1.4678 0.4257
-1.6812 -0.3522 0.3445
0.7520 -0.6040 1.1599
-0.4535 -0.8222 -1.5138
1.2728 0.6065 -0.4970
-1.5815 0.8338 0.1573
0.0992 -1.0363 -0.0451
-0.3086 -0.0160 0.0711
0.4645 -0.0278 -0.0613
-0.5777 -0.0404 -0.2265
0.3964 -0.0463 0.3999
-0.2171 0.0993 -0.1473
0.1358 -0.0802 0.3700
0.1949 -0.3838 -0.3170
-0.1863 0.3660 -0.1706
0.1062 -0.4101 0.1534
-0.0636 0.0408 -0.1095
0.1989 0.0464 -0.0034
0.0700 -0.0674 -0.0160
-0.0454 -0.1853 0.0983
0.0277 -0.0224 -0.0240
0.0041 -0.0563 0.0332
-0.1274 0.2229 -0.0470
0.0054 0.0597 -0.1143
-0.1321 -0.0248 -0.0459
-0.0588 0.0616 0.0578
0.0364 0.0121 0.0624
0.0728 0.0974 0.1700
0.1067 0.0144 -0.0492
-0.0750 0.2531 0.0746
-0.0116 0.0105 -0.1110
0.1416 -0.2888 -0.0170
-0.2170 0.4255 -0.0389
0.0480 -0.5935 0.2433
0.0338 0.4028 -0.3948
0.0928 -0.1519 0.1932
0.1298 0.0975 -0.3007
-0.4901 0.0692 -0.0423
0.2358 -0.0632 0.4254
-0.2376 -0.0648 -0.3638
-0.0123 -0.0558 0.1186
-0.0419 0.1965 0.0008
-0.0809 0.0390 -0.0336
-0.0567 -0.0976 -0.1838
-0.0367 0.0145 0.0031
-0.0323 -0.0236 -0.0610
0.1823 -0.0341 0.1868
-0.0218 0.0055 0.1236
0.0118 -0.1224 0.0489
0.0989 0.0301 -0.0067
0.0264 0.0222 -0.0398
0.1305 0.1122 -0.0761
-0.0557 0.0976 0.0422
0.2402 0.0343 0.0957
-0.0664 -0.0076 0.0991

***

Record order is preserved below.
Orbital gap: 9.95, 9.88, 7.39 eV